# 1
The following is a DFT calculation (the ωB97M-V functional and the def2-TZVPD basis) of a molecular structure, C20H19NO3PPdSe.

Values from the calculation:
Orbital gap = 7.3 eV
Relative energy (zero: lowest compared OMol25 entry of this formula, charge and spin) = 0.0 kcal per mole
Electronic energy = -106787.40904 eV
HOMO level = -11.968 eV

ORCA input file:
```
! RIJCOSX wB97M-V def2-TZVPD def2/J DEFGRID3
* xyz 1 1
Pd -0.18303 1.60450 0.91791
O 1.99340 1.10994 0.68292
C 2.02191 1.82779 -0.50984
O 2.27218 2.99102 -0.52798
C 1.50869 0.96936 -1.63944
P -0.23667 0.50104 -1.16974
C -0.14513 -1.15506 -0.42875
C -1.19284 -1.50428 0.42813
C -1.19545 -2.73590 1.06104
C -0.14500 -3.62170 0.85855
C 0.89829 -3.27987 0.01003
C 0.89635 -2.05261 -0.63937
C -1.15065 0.38250 -2.71181
C -1.51916 1.56186 -3.36275
C -2.18278 1.49749 -4.57630
C -2.48828 0.26139 -5.13187
C -2.13485 -0.91079 -4.47771
C -1.46853 -0.85769 -3.26230
H 2.11013 0.07709 -1.78838
H 1.50110 1.56584 -2.54866
H -2.00421 -0.80679 0.60795
H -2.01356 -2.99972 1.71779
H -0.13832 -4.57895 1.36291
H 1.71587 -3.96950 -0.15175
H 1.71529 -1.81631 -1.30483
H -1.29049 2.52634 -2.92185
H -2.46834 2.40838 -5.08447
H -3.01133 0.21247 -6.07795
H -2.38109 -1.87029 -4.91168
H -1.20214 -1.77250 -2.74923
Se 2.05015 2.18852 2.23991
C 2.06299 0.64644 3.36709
C 3.27353 0.11174 3.76715
C 3.24620 -1.04728 4.53315
N 2.11814 -1.65608 4.89692
C 0.96183 -1.11417 4.52048
C 0.87869 0.04235 3.75351
H 4.21416 0.57056 3.49194
H 4.17093 -1.50452 4.86286
H 0.06022 -1.62101 4.84240
H -0.08599 0.45389 3.48354
C -2.20036 3.52477 0.89172
O -1.89056 2.23596 1.38815
H -3.24477 3.71794 1.14589
H -2.11354 3.58028 -0.19578
H -1.58296 4.30557 1.34053
*
```

***

# 2
The following is a DFT calculation (the ωB97M-V functional and the def2-TZVPD basis) of C20H19NO8 in the gas phase in a non-equilibrium geometry.

Values from the calculation:
Orbital gap = 8.1 eV
Relative energy (zero: lowest compared OMol25 entry of this formula, charge and spin) = 107.8 kcal per mole
SMILES = COC(=O)C(=Cc1ccc(OCc2ccc([N+](=O)[O-])cc2)c(OC)c1)C(=O)OC
Electronic energy = -38914.83540 eV
HOMO level = -8.696 eV

ORCA input file:
```
! RIJCOSX wB97M-V def2-TZVPD def2/J DEFGRID3
* xyz 0 1
C 2.18694 4.33586 -2.18403
O 1.30787 3.26684 -2.50935
C 1.86257 2.17532 -3.04388
O 3.03436 2.05280 -3.28271
C 0.81434 1.14697 -3.32441
C 0.13942 0.45833 -2.39072
C 0.30527 0.53115 -0.95245
C 1.50826 0.89564 -0.35174
C 1.60219 0.95163 1.02573
C 0.51017 0.66356 1.82844
O 0.61129 0.76458 3.19930
C 1.13282 -0.39328 3.84128
C 0.17303 -1.54530 3.70570
C -0.88454 -1.68076 4.59995
C -1.83937 -2.65823 4.41101
C -1.73672 -3.50188 3.31080
N -2.75065 -4.49964 3.08663
O -3.63111 -4.60515 3.91414
O -2.66905 -5.16893 2.07798
C -0.68169 -3.38720 2.41383
C 0.27127 -2.40940 2.61832
C -0.71056 0.27800 1.23764
O -1.72519 -0.00857 2.09126
C -2.95635 -0.43622 1.55928
C -0.78896 0.20600 -0.14431
C 0.49537 0.91544 -4.75576
O -0.24888 0.05696 -5.15856
O 1.12122 1.79417 -5.54334
C 0.89787 1.65094 -6.93864
H 1.58560 5.24154 -2.17537
H 2.62484 4.16533 -1.19820
H 2.98507 4.40653 -2.92539
H -0.62811 -0.21602 -2.75523
H 2.37791 1.09605 -0.95549
H 2.53126 1.23002 1.50060
H 2.11189 -0.65440 3.41566
H 1.25480 -0.10175 4.88646
H -0.96354 -1.00245 5.43504
H -2.67074 -2.77545 5.08922
H -0.62884 -4.05835 1.57008
H 1.09085 -2.30643 1.92212
H -2.84492 -1.36162 0.98516
H -3.59736 -0.62075 2.41965
H -3.41111 0.33324 0.92843
H -1.70941 -0.08720 -0.62379
H 1.20314 0.65660 -7.27016
H -0.16096 1.78864 -7.16821
H 1.49846 2.41682 -7.42198
*
```

***

# 3
The following is a DFT calculation (the ωB97M-V functional and the def2-TZVPD basis) of a molecular structure, C20H20AsLiOS2.

Values from the calculation:
Orbital gap = 7.2 eV
Relative energy (zero: lowest compared OMol25 entry of this formula, charge and spin) = 0.0 kcal per mole
Electronic energy = -105827.01139 eV
HOMO level = -6.931 eV

ORCA input file:
```
! RIJCOSX wB97M-V def2-TZVPD def2/J DEFGRID3
* xyz 0 1
Li 1.07738 1.58720 1.30391
S 2.42951 0.56515 -0.33756
C 1.78033 -1.05916 -0.30108
C 2.63550 -2.15292 -0.48637
C 2.16368 -3.45086 -0.40694
C 0.82170 -3.69360 -0.14285
C -0.04629 -2.62319 -0.00161
C 0.40698 -1.31067 -0.10566
As -0.73825 0.22144 0.21010
C -0.82736 1.09028 -1.52829
C -0.19519 0.61219 -2.66807
C -0.20806 1.35472 -3.83961
C -0.84942 2.58424 -3.87976
C -1.49810 3.06411 -2.75032
C -1.48177 2.31981 -1.58134
C -2.49043 -0.61982 0.28984
C -2.85496 -1.23983 1.48464
C -4.09928 -1.83295 1.62296
C -5.00493 -1.79092 0.57133
C -4.65931 -1.15801 -0.61303
C -3.40800 -0.57392 -0.75291
H 3.68122 -1.95789 -0.68626
H 2.84463 -4.28066 -0.55320
H 0.45333 -4.70699 -0.05014
H -1.09456 -2.80978 0.19771
H 0.32271 -0.33894 -2.63286
H 0.29426 0.97641 -4.72058
H -0.84405 3.16899 -4.79088
H -2.00292 4.02147 -2.77759
H -1.98657 2.68963 -0.69369
H -2.14961 -1.26086 2.30905
H -4.37228 -2.31780 2.55159
H -5.97768 -2.25463 0.67379
H -5.36791 -1.11482 -1.43037
H -3.13837 -0.08246 -1.67980
C 4.04013 3.05753 2.36507
S 2.96360 2.18969 3.53139
C 3.66938 0.55076 3.27924
O 1.60830 2.19146 2.87276
H 5.04741 3.10918 2.77545
H 3.63639 4.05921 2.23423
H 4.02143 2.51099 1.42202
H 4.70757 0.57137 3.61221
H 3.58913 0.28963 2.22055
H 3.10075 -0.15478 3.88294
*
```

***

# 4
The following is a DFT calculation (the ωB97M-V functional and the def2-TZVPD basis) of a molecular structure, C20H20AuN5OS.

Values from the calculation:
Orbital gap = 4.8 eV
Relative energy (zero: lowest compared OMol25 entry of this formula, charge and spin) = 27.2 kcal per mole
Electronic energy = -45074.77180 eV
HOMO level = -12.705 eV

ORCA input file:
```
! RIJCOSX wB97M-V def2-TZVPD def2/J DEFGRID3
* xyz 2 1
Au -0.98531 1.06204 -0.65880
N 1.00253 -2.97476 -0.91710
C 2.42398 -3.04417 -1.04404
C 3.03149 -4.28317 -1.04446
C 4.41554 -4.37801 -1.15254
C 5.17858 -3.23107 -1.25949
C 4.55973 -1.98391 -1.26369
C 3.18607 -1.89143 -1.15530
S 2.43745 -0.27589 -1.17872
N 0.78022 -0.64339 -1.10471
C 0.30201 -1.82139 -0.97578
C -1.19869 -1.92024 -0.83965
C -1.87377 -3.12629 -0.82698
C -3.25604 -3.15650 -0.69592
C -3.95259 -1.96777 -0.59660
C -3.23651 -0.78874 -0.61759
N -1.89814 -0.76696 -0.72933
H 0.53030 -3.85553 -0.83500
H 2.43010 -5.18104 -0.95953
H 4.88451 -5.35175 -1.15416
H 6.25422 -3.29465 -1.34316
H 5.15740 -1.08484 -1.35173
H -1.34580 -4.06045 -0.93975
H -3.77560 -4.10518 -0.68018
H -5.02809 -1.93991 -0.49972
H -3.73155 0.16824 -0.54169
C -1.43107 1.26250 4.05993
C -1.00708 0.08700 3.46224
C -0.90599 -0.01695 2.07359
C -1.23267 1.11932 1.37893
C -1.66446 2.31734 1.89748
C -1.75918 2.36640 3.28802
H -1.50766 1.31893 5.13689
H -0.74620 -0.77366 4.06389
H -0.55618 -0.92933 1.61674
H -1.92672 3.17140 1.29291
H -2.09659 3.28297 3.75396
C 1.06270 5.07092 0.39254
N -0.02399 5.10107 -0.58951
C -0.59702 4.01191 -1.07005
N -1.61509 4.10701 -1.93817
O -0.13908 2.88074 -0.67529
H 1.56237 6.03439 0.36486
H 1.77504 4.29407 0.13224
H 0.67936 4.89719 1.39650
H -0.33787 5.99830 -0.92370
H -1.92144 4.99907 -2.29163
H -1.90321 3.29617 -2.45674
*
```

***

# 5
The following is a DFT calculation (the ωB97M-V functional and the def2-TZVPD basis) of a molecular structure, C20H20BrF5OSTi in a non-equilibrium geometry.

Values from the calculation:
Orbital gap (alpha / beta) = 4.9 / 4.8 eV
Electronic energy = -140672.26078 eV
HOMO level (alpha / beta) = -15.072 / -15.072 eV

ORCA input file:
```
! RIJCOSX wB97M-V def2-TZVPD def2/J DEFGRID3
* xyz 2 1
Ti 1.24951 2.67909 0.58501
F 7.19769 5.31313 -0.07854
C 5.94299 5.35534 -0.14702
C 5.33481 4.15828 0.35998
F 6.07210 3.21558 0.86840
C 3.95582 4.09576 0.38565
F 3.37730 2.89437 0.82731
C 3.19224 5.05608 -0.15331
S 1.42394 4.85857 -0.00787
C 3.69681 6.20809 -0.62305
F 2.96192 7.20521 -1.02280
C 5.15127 6.36202 -0.63774
F 5.61434 7.52643 -1.14177
C -4.45196 -2.33248 -1.33350
C -4.06094 -2.01919 0.09627
C -5.14847 -1.19459 0.70132
C -3.93224 -3.36051 0.76949
C -2.73565 -1.24886 0.13441
C -2.69983 0.12932 0.37805
C -1.44153 0.80992 0.28892
Br -1.37486 2.70223 0.70427
C -0.23644 0.15351 0.08410
O 0.83310 0.89371 0.20787
C -0.29552 -1.22274 -0.07593
C -1.51564 -1.85188 -0.10907
C 0.95560 -2.12609 -0.11000
C 0.63023 -3.63262 -0.17267
C 1.76142 -1.84603 -1.35290
C 1.81529 -1.83503 1.15826
H -5.39755 -2.89731 -1.20650
H -3.79696 -2.96115 -1.93527
H -4.76338 -1.45978 -1.88374
H -6.02664 -1.76078 0.41841
H -5.28447 -0.23594 0.22826
H -5.03836 -1.23918 1.78258
H -4.88839 -3.84383 0.74421
H -3.53518 -3.42942 1.78111
H -3.28368 -3.99157 0.20540
H -3.46476 0.69059 0.81368
H -1.64100 -2.86106 -0.20286
H 0.05119 -3.96103 -1.01096
H 0.21594 -3.98062 0.73945
H 1.65526 -4.01582 -0.19781
H 1.04402 -1.97994 -2.13671
H 2.56012 -2.59448 -1.49032
H 2.24668 -0.90887 -1.47486
H 1.24352 -2.10420 2.01717
H 2.19076 -0.83531 1.14390
H 2.63958 -2.57695 1.08173
*
```